The following is a quantum chemistry calculation of a 2-piece molecular cluster, C3H11N4 overall, from the Open Molecules 2025 dataset.

Values from the calculation:
ΔE to the lowest compared entry with this formula, charge and spin ... 96.1 kcal per mole
LUMO energy ... -5.624 eV
Total charge ... +1
Highest occupied orbital energy ... -12.5230 eV
Calculated total energy ... -9240.07504 eV
HOMO-LUMO gap ... 6.899 eV

Each line ends with the Löwdin charge.
Cartesian coordinates (Å):
C (1.141040, 0.821114, 0.434669)  -0.30
C (2.315418, -1.197231, 1.044339)  -0.07
C (-2.337556, 0.112875, 0.014868)  -0.05
N (1.383723, -0.461718, 0.258705)  -0.05
N (-1.633578, -0.334186, -2.142281)  0.14
N (0.260427, 1.397400, -0.295957)  0.07
N (-1.347274, -0.358944, -0.924766)  0.00
H (1.787101, 1.314469, 1.170976)  0.15
H (3.089557, -0.688402, 1.545182)  0.08
H (2.855458, -1.820490, 0.425449)  0.07
H (1.785189, -1.781315, 1.768749)  0.09
H (-2.918630, 0.954930, -0.353209)  0.10
H (-3.190669, -0.684246, 0.148015)  0.16
H (-1.853621, 0.177116, 0.904845)  0.05
H (-2.544350, 0.162769, -2.614828)  0.24
H (-0.878469, -0.357815, -2.827476)  0.16
H (0.256171, 2.360150, -0.139788)  0.03
H (1.009409, -0.892562, -0.617374)  0.15

Forces on atoms 1 to 6 (eV/Å):
-0.031 0.520 -0.482
-0.991 -0.617 0.592
-3.207 -2.296 -2.298
0.061 -0.823 -1.295
-2.205 2.517 -0.916
-0.215 -1.042 -0.400

=====

The following is a quantum chemistry calculation of one molecule with the formula C3HBr3N2, from the Open Molecules 2025 dataset.

Values from the calculation:
ΔE to the lowest compared entry with this formula, charge and spin ... 57.3 kcal per mole
LUMO energy ... -0.685 eV
Highest occupied orbital energy ... -9.7336 eV
Calculated total energy ... -216230.56217 eV
HOMO-LUMO gap ... 9.048 eV

Each line ends with the Löwdin charge.
Cartesian coordinates (Å):
C (-0.140820, -0.235148, -0.581816)  -0.68
C (1.305420, 0.570600, 0.219868)  -0.60
C (-1.013326, -0.092955, 0.624708)  -0.90
N (0.920949, 0.671302, 1.426477)  -0.02
N (-0.387403, 0.290004, 1.718273)  0.00
Br (2.548837, 0.379323, -1.230344)  0.74
Br (-0.936078, 0.140695, -2.392569)  0.60
Br (-2.736934, -0.640681, 0.686636)  0.83
H (0.439352, -1.083139, -0.471230)  0.03

Forces on atoms 1 to 6 (eV/Å):
-0.384 3.860 1.323
-4.987 -1.720 -2.427
2.605 0.046 0.523
3.058 0.123 -0.670
-1.386 0.086 -1.945
0.676 0.832 1.759